Entry 1:
92
Properties=species:S:1:pos:R:3:mulliken_charge:R:1 method="wB97M-V/def2-TZVPD" s2=0.757 de_lowest_kcal_mol=1.9 spin_multiplicity=2 gap_ev="7.297 / 6.860" charge=0
Zr -0.32126 0.22998 -0.18997 2.097
C 3.02799 -2.24188 -0.57599 -1.678
C 2.62526 -0.83541 -0.98355 2.525
C 3.80098 0.02716 -1.38939 -1.842
O 1.96395 -0.23032 0.17804 -0.551
C 1.58863 -0.94026 -2.12263 -0.290
O 1.90810 -0.96999 -3.28201 -0.655
O 0.35167 -1.03491 -1.67329 -0.134
H 3.68576 -2.20148 0.29241 0.468
H 3.55191 -2.72151 -1.40239 0.407
H 2.15232 -2.84198 -0.32947 0.105
H 4.54305 0.05260 -0.58949 0.418
H 3.47116 1.04154 -1.62611 0.313
H 4.25489 -0.38708 -2.28709 0.431
H 2.24002 0.70282 0.21470 -0.035
C 3.58906 3.26276 0.54514 -1.083
C 2.79176 3.15579 1.81127 0.843
C 3.18341 3.87342 2.97072 -1.010
C 2.45980 3.75318 4.11804 -0.928
C 1.32109 2.91671 4.14203 0.811
C 0.49340 2.70515 5.27527 -0.093
Br 0.87602 3.57751 6.91365 -0.239
C -0.57962 1.86833 5.21534 -0.564
C -0.88011 1.20311 4.01042 0.164
Br -2.38694 0.06751 3.94898 -0.094
C -0.12125 1.37236 2.87507 -0.765
O -0.42063 0.75305 1.75194 0.057
C 1.00551 2.24793 2.94136 -0.127
N 1.74245 2.37072 1.81038 0.084
H 4.17539 4.18003 0.52402 0.502
H 2.93855 3.22228 -0.32700 0.094
H 4.28030 2.42025 0.46011 0.119
H 4.05963 4.50662 2.93287 0.454
H 2.74539 4.28709 5.01394 0.339
H -1.20656 1.70777 6.08031 0.463
N -1.62558 1.32569 -1.85939 -0.483
C -0.72711 1.72994 -2.96069 -0.790
C 0.60500 2.18942 -2.37641 0.556
O 1.39105 2.84985 -3.00868 -0.657
O 0.78292 1.76242 -1.15007 -0.263
H -2.36331 0.71002 -2.18833 0.228
H -2.08315 2.14737 -1.47318 0.278
H -1.15428 2.50822 -3.59082 0.449
H -0.51888 0.85282 -3.57581 0.239
C -3.84900 0.65173 0.48421 -1.180
C -3.34981 -0.63744 -0.16727 0.168
O -4.17230 -1.34419 -0.75319 -0.610
N -2.04158 -0.89566 -0.01106 0.564
Te -1.67923 -3.26412 -0.51799 0.392
C -2.58296 -5.13609 -1.10305 -0.130
C -3.58847 -5.16163 -2.06964 1.094
C -4.14478 -3.93991 -2.74892 -1.805
C -4.13050 -6.39506 -2.43528 -0.770
C -3.69973 -7.58253 -1.87190 0.679
C -4.29493 -8.90293 -2.27565 -1.586
C -2.68095 -7.52695 -0.92718 -0.899
C -2.10538 -6.32690 -0.53346 1.065
C -0.99806 -6.37330 0.48708 -1.561
C -2.12878 -3.53259 1.53144 0.678
C -1.10538 -3.35191 2.46493 0.883
C 0.25046 -2.78434 2.14363 -0.879
C -1.34946 -3.65903 3.80103 -0.878
C -2.58339 -4.10840 4.23405 0.811
C -2.84101 -4.40673 5.68427 -1.681
C -3.59844 -4.23241 3.29296 -0.840
C -3.40479 -3.95109 1.94526 0.922
C -4.58329 -4.12654 1.02518 -1.757
H -4.43825 0.36675 1.35718 0.308
H -4.51303 1.17785 -0.20248 0.317
H -3.04829 1.30437 0.83497 0.152
H -3.78671 -3.00596 -2.32399 0.051
H -5.23275 -3.92470 -2.66192 0.381
H -3.90154 -3.95816 -3.81362 0.452
H -4.91881 -6.41487 -3.18087 0.354
H -5.13089 -8.76573 -2.96021 0.357
H -4.65536 -9.45252 -1.40475 0.352
H -3.55189 -9.52981 -2.77199 0.332
H -2.31476 -8.44946 -0.48754 0.431
H -0.54617 -7.36456 0.49987 0.516
H -1.37154 -6.15676 1.49051 0.238
H -0.21017 -5.64868 0.27180 0.098
H 0.42272 -2.65935 1.07587 -0.705
H 1.04359 -3.43027 2.52494 0.592
H 0.36106 -1.80532 2.61850 0.104
H -0.55066 -3.51763 4.52181 0.349
H -1.90878 -4.48644 6.24220 0.393
H -3.39292 -5.33989 5.80210 0.388
H -3.43709 -3.61439 6.14203 0.312
H -4.58205 -4.55849 3.61566 0.476
H -5.50319 -3.91134 1.56993 0.538
H -4.64277 -5.15478 0.66130 0.278
H -4.54382 -3.46041 0.16633 0.087

Entry 2:
92
Properties=species:S:1:pos:R:3:mulliken_charge:R:1 method="wB97M-V/def2-TZVPD" spin_multiplicity=1 gap_ev=3.583 charge=-2
Na 0.73224 1.34306 0.58799 0.958
C 6.80139 2.31627 5.40451 -1.462
C 5.50008 2.58982 4.69135 1.144
C 5.27140 2.08238 3.41503 -0.846
C 4.08511 2.34745 2.74996 -0.695
C 3.10717 3.12268 3.35687 -0.280
C 3.31700 3.62338 4.63100 -0.316
C 4.50886 3.36109 5.29128 -0.635
S 1.54039 3.35753 2.48834 1.268
O 1.96135 3.59872 1.11038 -0.874
O 0.91305 4.48979 3.15907 -0.806
N 0.89632 1.95597 2.58287 -0.665
C -0.38252 1.59284 3.24244 1.344
C -0.13071 1.38796 4.72151 -1.272
C -0.12062 0.14823 5.26131 -0.299
C -0.46942 -0.98944 4.47660 -0.907
C -0.80858 -0.75899 3.14368 -0.190
N -0.83446 0.40218 2.53025 -0.106
H 7.50690 1.82965 4.73047 0.335
H 6.64891 1.66157 6.26645 0.288
H 7.25125 3.24340 5.76663 0.349
H 6.03522 1.47658 2.93743 0.270
H 3.89029 1.97180 1.75277 0.654
H 2.53986 4.22537 5.08549 0.429
H 4.67862 3.76375 6.28553 0.328
H 0.14282 2.27033 5.29398 0.281
H 0.14440 0.01434 6.30885 0.314
H -0.47788 -1.98947 4.89463 0.324
H -1.12063 -1.60726 2.52524 0.268
C 2.83496 -0.76829 2.70562 -0.337
C 3.46983 -1.00285 1.36600 0.385
C 4.74299 -1.61820 1.28818 -0.816
C 5.24405 -1.97600 0.07197 -0.793
C 4.48992 -1.73670 -1.09800 1.168
C 4.90419 -2.19523 -2.36445 -0.891
C 4.09796 -1.96292 -3.45159 -0.433
C 2.92163 -1.22419 -3.32661 -0.683
C 2.49210 -0.68930 -2.11000 0.159
S 1.10606 0.31999 -2.05974 -0.119
C 3.26464 -1.02190 -0.93931 -0.457
N 2.79440 -0.68240 0.28366 0.042
H 3.58333 -0.56172 3.47186 0.320
H 2.27852 -1.66319 2.99764 0.504
H 2.12156 0.05386 2.65888 -0.379
H 5.29983 -1.81183 2.19745 0.414
H 6.21172 -2.46188 -0.01191 0.345
H 5.83910 -2.73819 -2.45508 0.295
H 4.38577 -2.34850 -4.42495 0.333
H 2.30506 -1.02973 -4.19494 0.366
C -5.97161 -4.15290 -1.90153 -1.032
C -5.99342 -3.15387 -3.06006 -0.888
N -4.68831 -2.93967 -3.66075 0.336
C -4.40041 -3.66449 -4.90022 -0.614
C -4.13296 -2.71223 -6.06570 -1.212
C -3.56874 -2.42624 -3.01532 -0.198
O -2.47951 -2.62867 -3.53408 -0.713
C -3.65261 -1.59599 -1.78783 1.092
C -4.77721 -1.16358 -1.07697 0.263
C -4.61865 -0.37504 0.04957 -1.228
C -3.34585 -0.00328 0.45077 -0.182
N -2.26392 -0.35582 -0.23781 0.217
C -2.40947 -1.12535 -1.29852 -1.092
H -6.95523 -4.22387 -1.43345 0.346
H -5.25044 -3.83135 -1.15120 0.272
H -5.67955 -5.14203 -2.25680 0.373
H -6.41420 -2.20581 -2.72848 0.379
H -6.65697 -3.51776 -3.84441 0.505
H -5.24815 -4.31263 -5.12649 0.486
H -3.51501 -4.28462 -4.75447 0.325
H -4.97845 -2.03926 -6.21876 0.286
H -3.95321 -3.27483 -6.98381 0.395
H -3.24809 -2.12287 -5.83660 0.304
H -5.78325 -1.41425 -1.37351 0.283
H -5.48972 -0.05236 0.60530 0.406
H -3.15504 0.58048 1.34684 0.207
H -1.49970 -1.39054 -1.82708 0.656
C -1.46138 2.67195 3.00535 -1.734
H -1.13929 3.63547 3.39102 0.537
H -2.38834 2.36534 3.49496 0.431
H -1.62633 2.76300 1.92699 0.163
S -1.15389 4.34120 -1.79172 -0.357
C -1.48782 3.17192 -2.90903 -0.052
N -0.74722 2.90529 -4.01927 -0.225
C -1.22539 1.70915 -4.71139 -0.248
C -2.62657 1.51896 -4.11331 0.254
N -2.64134 2.44651 -2.98351 -0.166
H 0.24703 3.05010 -3.93782 0.320
H -0.58235 0.85491 -4.49203 0.047
H -1.25890 1.88687 -5.78869 0.293
H -2.79153 0.49234 -3.80101 -0.346
H -3.40883 1.80321 -4.82591 0.239
H -3.09361 2.20082 -2.11986 0.248

Number 1: electronic energy -7551.29753 a.u.. Number 2: electronic energy -3362.97141 a.u..